1.
The following is a DFT calculation (ωB97M-V/def2-TZVPD) of a 3-piece molecular cluster, C4H8N2O3 overall.

Results
Total energy in Ha: -492.32446
Relative energy (zero: lowest compared OMol25 entry of this formula, charge and spin) in kJ/mol: 468.7
SMILES string: O=C1O[C@@H]1O.C=C=N.N
E_HOMO in eV: -9.720
Frontier orbital gap in eV: 10.404
Spin multiplicity: 1

```
17
Properties=species:S:1:pos:R:3:forces:R:3:nbo_charge:R:1
C -0.61265 -1.56899 0.02065 -3.18 1.28 -0.16 0.255
C -0.58031 -1.71566 1.46900 0.29 0.09 -0.72 0.735
C -1.73711 3.21279 1.65702 0.56 2.42 -0.08 -0.633
C -2.31181 2.11406 1.32290 -0.03 0.42 -0.43 0.450
N -2.79021 1.07525 0.90119 -2.04 -1.62 2.23 -0.694
N 3.02492 -2.85483 -0.49837 -1.22 0.64 2.78 -1.064
O -0.93071 -2.03270 2.55557 0.10 0.12 -0.03 -0.534
O -1.50331 -0.70652 -0.60474 2.06 -2.11 -1.96 -0.733
O 0.37265 -0.94651 0.89806 0.58 -0.12 0.53 -0.473
H -0.39191 -2.29172 -0.74105 1.09 -0.41 0.23 0.202
H -1.78506 4.23885 1.23573 -0.96 -1.14 -0.29 0.262
H -1.06834 3.32160 2.47068 0.78 -0.89 0.74 0.253
H -2.10002 -0.12270 -0.17163 -0.52 0.90 1.85 0.509
H -3.55831 0.68719 1.58482 1.35 1.05 -1.90 0.400
H 3.10006 -1.89454 -0.22463 -0.54 0.89 -0.50 0.358
H 3.73900 -3.20782 0.08807 0.86 -1.29 0.24 0.354
H 3.21951 -2.97474 -1.42959 0.83 -0.24 -2.53 0.354
```
Positions in Å, forces in eV/Å.



2.
The following is a DFT calculation (ωB97M-V/def2-TZVPD) of an isolated ion of composition C6H5OS2 and charge -1.

Results
Total energy in Ha: -1103.25535
Net charge: -1
Relative energy (zero: lowest compared OMol25 entry of this formula, charge and spin) in kJ/mol: 72.2
SMILES string: CC(=O)c1cscc1[S-]
E_HOMO in eV: -2.846
Frontier orbital gap in eV: 6.019
Spin multiplicity: 1

```
14
Properties=species:S:1:pos:R:3:forces:R:3:nbo_charge:R:1
C 1.53487 -0.25939 -1.83465 1.44 1.46 -0.53 -0.395
C 1.09941 -2.46730 -0.99200 -0.26 0.38 2.19 -0.581
C 0.80721 -0.15276 -0.66153 0.20 -1.56 -0.47 -0.249
C 0.53573 -1.53334 -0.10527 0.48 1.57 -2.35 -0.150
C 0.18335 1.09206 -0.17930 -0.94 -1.19 1.17 0.580
C -0.19914 1.25316 1.30942 -4.08 -0.23 -0.26 -0.749
O -0.18069 1.94902 -0.95029 0.24 0.80 -0.63 -0.584
S -0.48601 -1.88515 1.18638 -0.39 -0.98 1.02 -0.457
S 2.01509 -1.81219 -2.23820 0.05 -0.34 -0.25 0.428
H 2.11673 0.42912 -2.50197 -1.38 0.17 1.03 0.224
H 1.33363 -3.39712 -0.54874 -0.12 -1.29 -0.32 0.225
H 0.66107 1.42786 1.90165 0.75 0.56 0.74 0.214
H -0.83482 0.39154 1.85288 1.99 1.41 -1.84 0.287
H -1.01651 2.08564 1.24437 2.01 -0.76 0.51 0.207
```
Positions in Å, forces in eV/Å.



3.
The following is a DFT calculation (ωB97M-V/def2-TZVPD) of a 5-piece molecular cluster, C2H14O4S2 overall.

Results
Total energy in Ha: -1181.88058
Relative energy (zero: lowest compared OMol25 entry of this formula, charge and spin) in kJ/mol: 140.2
SMILES string: CCSS.O.O.O.O
E_HOMO in eV: -9.086
Frontier orbital gap in eV: 9.558
Spin multiplicity: 1

```
22
Properties=species:S:1:pos:R:3:forces:R:3:nbo_charge:R:1
C -2.33641 3.98952 0.32905 0.21 -1.57 -1.62 -0.650
C -1.48325 3.69354 1.51679 1.68 0.88 0.86 -0.515
S -1.18860 1.85071 1.73567 -0.06 0.99 -0.04 0.065
S 0.79483 1.72114 2.20426 -0.06 0.10 0.45 -0.137
H -3.39646 4.07109 0.49318 -0.30 0.62 0.39 0.213
H -2.28503 3.12665 -0.34680 0.10 0.04 -0.12 0.215
H -1.88279 4.77140 -0.25219 -0.36 0.75 -0.14 0.235
H -2.02502 4.09628 2.39243 0.81 -0.33 0.01 0.215
H -0.44508 4.24315 1.38289 -2.02 -1.39 0.59 0.233
H 0.72272 1.87500 3.55508 0.02 -0.07 -0.41 0.124
H 1.31634 -4.84938 -2.44097 0.09 -0.26 -0.06 0.484
H 0.95449 -3.57806 -1.63985 -1.03 -2.76 -0.38 0.482
O 0.64111 -4.54930 -1.82430 0.88 2.94 0.52 -0.961
H 3.16825 -6.80088 -0.25718 0.38 0.04 -1.19 0.470
H 1.93481 -6.14799 -0.44452 0.22 0.34 -0.90 0.451
O 2.68537 -6.39056 -1.01178 0.12 -0.49 1.99 -0.923
H -0.81887 -5.96106 0.28314 -1.49 0.11 0.22 0.469
H 0.50959 -5.97270 -0.07766 0.57 0.31 -0.51 0.447
O 0.00335 -6.17193 0.70060 0.27 -0.22 0.31 -0.918
H 0.98787 5.93805 -2.81542 -0.81 -0.03 0.81 0.466
H 1.47650 5.32868 -1.57342 0.07 -0.24 0.60 0.464
O 0.66628 5.71666 -1.90901 0.72 0.25 -1.38 -0.929
```
Positions in Å, forces in eV/Å.



no.,strongest force on any atom (eV/A)
1,3.54
2,4.10
3,3.12